117
Properties=species:S:1:pos:R:3:forces:R:3 method="wB97M-V/def2-TZVPD" charge=0 e_tot_ha=-9737.8478 multiplicity=2 e_homo_ev="-7.98 / -7.97"
Yb -0.843 -6.531 -18.724 -0.455 0.018 0.359
C -0.304 -12.011 -18.624 1.547 1.048 -1.161
Si -1.845 -12.336 -19.588 -0.967 -1.319 0.058
C -3.149 -12.988 -18.311 0.566 0.535 -1.184
C -1.458 -13.524 -21.050 0.514 0.029 0.666
C -0.800 -14.787 -21.123 -0.896 0.236 0.023
C -0.738 -15.433 -22.348 -0.103 0.875 -1.135
C -1.229 -14.741 -23.531 0.968 -0.952 2.304
C -1.778 -13.503 -23.427 -0.467 0.992 0.483
C -1.910 -12.853 -22.195 -0.174 -0.257 0.859
Si -2.637 -11.218 -21.485 -0.590 0.370 -0.461
C -1.758 -9.659 -22.035 0.777 0.240 0.848
C -4.536 -11.019 -21.755 0.668 -1.422 -0.014
H 0.429 -12.817 -18.694 -0.310 -0.445 0.172
H -0.424 -11.724 -17.598 -0.193 0.154 0.548
H 0.273 -11.202 -19.141 -0.636 -0.332 0.476
H -4.024 -12.354 -18.342 -0.371 0.055 -0.049
H -2.701 -12.852 -17.350 0.238 -0.104 0.795
H -3.425 -14.025 -18.460 -0.053 -0.157 -0.038
H -0.464 -15.241 -20.178 -0.001 0.020 -0.636
H -0.278 -16.423 -22.474 -0.238 0.494 0.157
H -1.080 -15.181 -24.474 -0.026 -0.632 -1.023
H -2.169 -12.947 -24.245 -0.046 -0.017 -1.098
H -1.859 -9.286 -23.032 -0.427 -0.140 -0.948
H -0.666 -9.788 -21.901 -0.412 0.052 0.233
H -2.104 -8.813 -21.417 0.194 -0.257 0.086
H -4.840 -12.083 -21.867 -0.222 0.608 -0.083
H -4.827 -10.471 -22.639 0.219 0.051 -0.548
H -5.136 -10.600 -20.966 0.141 0.162 0.700
Br -3.881 -8.691 -18.461 0.011 0.039 0.245
C -1.884 -8.692 -18.386 -0.057 -0.922 -1.953
Br 0.179 -5.773 -16.357 -0.063 0.207 -0.150
H -1.700 -9.493 -19.201 0.116 1.232 1.236
H -1.636 -9.178 -17.452 -0.063 -0.120 0.366
C 3.429 -6.870 -22.902 -0.489 0.600 -1.543
N 2.017 -6.792 -22.442 1.465 -0.010 0.150
C 1.116 -7.805 -22.964 -0.117 -0.368 -1.055
P 1.375 -5.628 -21.471 0.467 0.248 0.502
O 0.531 -6.310 -20.392 -0.241 0.519 -0.920
N 2.612 -4.874 -20.653 -1.294 -0.857 -0.452
C 3.024 -3.528 -20.936 1.237 0.179 0.315
C 3.078 -5.544 -19.434 0.442 0.780 -1.358
N 0.593 -4.538 -22.429 -0.262 -0.145 -0.051
C 0.792 -4.355 -23.873 0.998 -0.500 0.071
C -0.441 -3.644 -21.889 0.975 -0.353 -0.107
H 3.463 -7.054 -24.010 -0.354 -0.021 0.802
H 4.017 -7.659 -22.459 -0.129 -0.401 0.508
H 4.003 -5.940 -22.818 -0.477 0.016 0.501
H 0.788 -7.521 -24.000 0.134 -0.394 0.738
H 0.238 -7.858 -22.322 -0.026 -0.047 -0.200
H 1.591 -8.820 -23.011 -0.242 0.910 0.170
H 2.962 -3.354 -22.025 -0.225 0.370 0.649
H 4.102 -3.493 -20.661 -0.534 0.294 -0.295
H 2.513 -2.783 -20.294 0.037 -0.116 -0.651
H 3.197 -6.556 -19.698 -0.511 -1.687 0.166
H 2.479 -5.375 -18.559 -0.214 0.045 0.453
H 4.110 -5.288 -19.323 0.681 0.780 0.615
H 1.657 -4.996 -24.163 -0.573 0.643 -0.067
H 1.035 -3.279 -24.050 -0.160 -0.786 -0.080
H -0.081 -4.668 -24.483 0.319 0.308 0.560
H -0.599 -3.922 -20.868 -0.492 0.029 0.587
H -1.330 -3.783 -22.479 -0.519 -0.029 -0.029
H -0.121 -2.603 -21.939 0.099 0.117 -0.015
C -2.978 -2.817 -19.773 -0.838 0.491 -1.055
C -3.040 -3.969 -18.762 -0.865 0.129 -0.233
C -2.637 -3.388 -17.415 0.138 -1.282 0.259
O -2.302 -5.098 -19.153 0.672 -0.027 0.245
H -3.866 -2.111 -19.610 1.195 -0.930 -0.204
H -3.071 -3.232 -20.819 0.148 0.601 0.944
H -2.047 -2.194 -19.676 -0.693 -0.705 -0.131
H -4.130 -4.305 -18.679 1.205 0.599 -0.020
H -1.562 -3.224 -17.303 0.031 -0.018 -0.345
H -2.907 -4.136 -16.663 -0.029 0.411 0.304
H -3.140 -2.446 -17.273 -0.349 0.265 0.336
C -5.325 -2.244 -23.331 1.752 -0.788 1.174
C -5.207 -2.978 -24.672 -0.808 0.281 0.724
C -6.315 -4.034 -24.816 -0.118 -0.759 1.213
C -6.199 -5.162 -23.681 -0.440 0.549 -1.844
N -4.996 -5.901 -23.933 0.971 -0.492 -1.337
C -3.911 -5.925 -23.132 -1.121 -0.007 1.107
S -2.380 -6.028 -23.710 1.260 -0.114 -0.583
N -4.185 -5.866 -21.801 -1.339 -0.596 -0.243
C -5.334 -6.600 -21.170 0.790 -1.362 -1.393
C -6.105 -5.727 -20.260 -0.369 -1.422 2.017
C -7.123 -6.538 -19.392 -1.133 1.332 -0.572
C -8.166 -7.303 -20.241 -1.205 0.123 0.114
H -4.431 -1.542 -23.189 -1.307 -1.017 0.071
H -5.357 -3.033 -22.535 0.612 0.925 -0.253
H -6.244 -1.702 -23.149 -0.273 0.332 -0.583
H -4.216 -3.409 -24.846 -0.098 -0.116 0.404
H -5.294 -2.189 -25.382 -0.296 0.320 -1.207
H -6.193 -4.576 -25.765 -0.292 0.222 0.094
H -7.343 -3.602 -24.760 0.795 -0.162 -0.171
H -7.003 -5.873 -23.787 -0.762 0.002 -0.103
H -6.234 -4.822 -22.663 0.175 0.449 0.064
H -4.787 -6.063 -24.934 -0.054 0.225 1.161
H -3.406 -5.674 -21.209 0.631 -0.092 0.559
H -4.975 -7.542 -20.685 0.084 0.960 -0.063
H -5.990 -6.996 -21.967 0.422 0.388 0.119
H -6.581 -4.992 -20.846 -0.768 1.170 -0.336
H -5.404 -5.280 -19.573 0.095 0.434 0.131
H -7.660 -5.840 -18.668 0.588 -0.702 -1.072
H -6.586 -7.205 -18.754 0.495 -0.638 0.328
H -8.620 -6.701 -21.046 -0.188 0.601 0.741
H -9.005 -7.759 -19.629 1.031 0.600 -0.649
H -7.803 -8.070 -20.904 0.842 -0.838 0.386
I 3.462 -10.785 -20.812 0.097 -0.072 -0.190
C 2.513 -10.010 -19.138 -0.637 -0.656 0.028
C 2.720 -10.606 -17.882 1.356 0.550 -1.071
C 2.075 -10.012 -16.827 -0.031 -0.393 0.361
C 1.239 -8.927 -17.090 -0.028 -0.032 0.915
N 0.989 -8.402 -18.271 0.016 -0.690 -1.433
C 1.556 -9.024 -19.326 1.004 0.588 0.147
H 3.524 -11.371 -17.818 -0.978 0.432 0.308
H 2.233 -10.391 -15.811 -0.249 0.350 -0.380
H 0.745 -8.411 -16.296 -0.126 0.135 0.621
H 1.386 -8.636 -20.336 -0.195 -0.018 0.496